<P>
Density functional theory data (wB97M-V/def2-TZVPD) for a single C4H10OS molecule.

For the highest occupied orbital energy, the calculation gives -8.6 eV. The calculation puts the HOMO-LUMO gap at 9.583 eV. The molar mass comes out at 106.19 g mol⁻¹. Its LUMO energy is 0.947 eV.

The geometry in ORCA input format:
```
! RIJCOSX wB97M-V def2-TZVPD def2/J DEFGRID3
* xyz 0 1
C -0.189 2.598 0.349
C -0.759 1.460 -0.459
S -1.513 0.198 0.641
C -0.138 -0.946 0.672
O 0.211 -1.240 -0.636
C 0.833 -2.522 -0.614
H 0.634 2.348 1.090
H -1.025 2.976 0.936
H 0.268 3.370 -0.322
H -1.645 1.775 -0.989
H -0.023 1.020 -1.058
H 0.735 -0.553 1.199
H -0.387 -1.873 1.172
H 1.446 -2.653 -1.558
H 1.525 -2.693 0.213
H 0.028 -3.265 -0.637
*
```



<Q>
Density functional theory data (wB97M-V/def2-TZVPD) for a molecular structure, C4H10OS.

For the highest occupied orbital energy, the calculation gives -8.8 eV. The calculation puts the HOMO-LUMO gap at 9.581 eV. The molar mass comes out at 106.19 g mol⁻¹. Its LUMO energy is 0.806 eV.

The geometry in ORCA input format:
```
! RIJCOSX wB97M-V def2-TZVPD def2/J DEFGRID3
* xyz 0 1
C 1.972 -1.202 -0.008
C 0.244 0.347 -0.144
C 0.070 1.772 -0.294
C -2.122 -0.571 0.351
H 1.482 -2.105 -0.710
H 3.153 -1.023 -0.050
H 1.439 -1.460 1.235
H 0.318 0.134 0.838
H 0.371 2.410 0.747
H 0.646 2.065 -1.312
H -1.089 1.977 -0.743
H -2.139 0.548 0.791
H -1.955 -1.346 1.162
H -3.106 -0.881 -0.406
O 1.571 0.034 -0.497
S -0.855 -0.698 -0.958
*
```



Energy ordering: <P> at the bottom, the next structure 76.9 kcal/mol above.